# 1
{
  "formula": "C2H13NO4",
  "method": "the ωB97M-V functional and the def2-TZVPD basis",
  "symbols": ["C", "C", "N", "H", "H", "H", "H", "H", "H", "H", "O", "H", "H", "O", "H", "H", "O", "H", "H", "O"],
  "xyz": [[0.68, 1.44, -2.06], [1.40, 0.40, -2.45], [2.75, 0.29, -2.11], [0.85, 2.33, -1.41], [-0.26, 1.75, -2.38], [1.21, -0.57, -3.04], [3.03, 0.72, -1.22], [3.03, -0.70, -2.22], [-2.89, -0.43, -0.52], [-3.90, -1.35, 0.34], [-3.07, -0.87, 0.29], [-1.00, 1.25, 2.57], [-2.23, 0.66, 3.26], [-1.54, 1.30, 3.30], [1.93, 0.56, 2.73], [1.26, 1.48, 1.75], [1.27, 0.52, 2.04], [0.14, -2.56, -0.73], [-0.81, -2.07, 0.35], [-0.69, -2.73, -0.31]],
  "lowdin_charge": [-0.0533, -0.3058, -0.0001, 0.0642, 0.0069, 0.1316, 0.0934, 0.0749, 0.0160, 0.0468, -0.0359, -0.0391, 0.0261, -0.0230, 0.0304, 0.0688, -0.0722, 0.0093, -0.0050, -0.0339],
  "multiplicity": 1,
  "molar_mass_g_mol": 115.13,
  "gap_ev": 9.0,
  "e_homo_ev": -8.6,
  "smiles": "C=CN.O.O.O.O"
}



# 2
{
  "formula": "C2H13NO5",
  "method": "the ωB97M-V functional and the def2-TZVPD basis",
  "symbols": ["C", "C", "N", "O", "H", "H", "H", "H", "H", "H", "H", "O", "H", "H", "O", "H", "H", "O", "H", "H", "O"],
  "xyz": [[0.66, 2.43, 0.59], [-0.34, 1.64, -0.18], [-1.30, 0.99, 0.48], [-0.29, 1.61, -1.37], [1.07, 1.89, 1.42], [0.30, 3.35, 0.96], [1.46, 2.60, -0.10], [-1.83, 0.36, -0.05], [-1.12, 0.68, 1.48], [-1.23, 0.29, -2.09], [-2.12, -0.53, -3.06], [-1.73, -0.58, -2.21], [1.70, -0.39, -1.94], [0.29, -0.99, -1.96], [1.24, -1.24, -1.94], [1.85, -3.06, 0.93], [0.71, -2.39, 0.23], [1.20, -2.37, 1.04], [0.39, -2.01, 2.89], [-0.29, -1.25, 4.08], [0.34, -1.17, 3.36]],
  "lowdin_charge": [0.0160, -0.6137, 0.1851, 0.0450, 0.0802, 0.0756, 0.0808, 0.0659, 0.1459, 0.0204, 0.0226, -0.0722, 0.0339, -0.0001, -0.0627, 0.0455, 0.0162, -0.0326, -0.0080, 0.0287, -0.0725],
  "multiplicity": 1,
  "molar_mass_g_mol": 131.13,
  "gap_ev": 11.1,
  "e_homo_ev": -10.5,
  "smiles": "CC(N)=O.O.O.O.O"
}



# 3
{
  "formula": "C2H14Li3N4O6",
  "method": "the ωB97M-V functional and the def2-TZVPD basis",
  "symbols": ["Li", "Li", "Li", "O", "H", "O", "H", "O", "H", "H", "O", "H", "H", "C", "O", "N", "N", "H", "H", "H", "H", "C", "O", "N", "N", "H", "H", "H", "H"],
  "xyz": [[-7.46, 8.05, -11.99], [-4.09, 7.88, -11.29], [-5.25, 10.17, -11.92], [-4.05, 9.63, -10.51], [-3.24, 10.14, -10.47], [-5.58, 8.34, -12.52], [-5.80, 7.55, -13.03], [-7.11, 10.39, -11.20], [-7.12, 10.02, -10.31], [-8.02, 10.64, -11.40], [-8.19, 6.09, -12.43], [-7.71, 5.83, -13.26], [-7.92, 5.45, -11.77], [-3.04, 10.08, -14.90], [-3.88, 10.97, -14.84], [-3.34, 8.83, -14.43], [-1.78, 10.29, -15.38], [-2.79, 8.00, -14.52], [-4.28, 8.77, -14.09], [-1.55, 11.19, -15.75], [-1.18, 9.51, -15.56], [-5.25, 5.32, -14.12], [-6.41, 5.66, -14.35], [-4.92, 4.73, -12.92], [-4.23, 5.52, -15.01], [-5.67, 4.62, -12.27], [-3.98, 4.64, -12.59], [-4.46, 6.08, -15.80], [-3.40, 4.96, -14.95]],
  "lowdin_charge": [0.7782, 0.7288, 0.7114, -0.6073, -0.0823, -0.6011, -0.0986, -0.0985, 0.0705, 0.0772, -0.1015, 0.0084, 0.0466, -0.6724, 0.0267, 0.1383, 0.1630, 0.0795, 0.0436, 0.1113, 0.0959, -0.6312, 0.0136, 0.1767, 0.1834, 0.0980, 0.1075, 0.1211, 0.1130],
  "multiplicity": 1,
  "molar_mass_g_mol": 210.98,
  "gap_ev": 8.6,
  "e_homo_ev": -12.2,
  "charge": 1
}



# 4
{
  "formula": "C2H14MgO7",
  "method": "the ωB97M-V functional and the def2-TZVPD basis",
  "symbols": ["Mg", "O", "C", "C", "O", "H", "H", "H", "H", "O", "H", "H", "O", "H", "H", "O", "H", "H", "O", "H", "H", "O", "H", "H"],
  "xyz": [[-0.18, -0.58, -0.32], [1.10, 0.91, 0.06], [1.57, 0.55, 1.36], [0.93, -0.65, 2.08], [-0.03, -1.55, 1.45], [1.57, 1.45, 1.97], [2.64, 0.36, 1.38], [0.41, -0.33, 2.98], [1.76, -1.12, 2.61], [1.32, -1.77, -1.37], [1.12, -2.53, -1.92], [2.24, -1.57, -1.56], [-0.11, 3.36, -0.24], [-0.05, 2.41, -0.11], [-0.04, 3.73, 0.64], [-0.64, 0.25, -2.28], [0.12, 0.80, -2.50], [-1.32, 0.52, -2.90], [-1.92, 0.56, 0.26], [-2.23, 1.12, 0.97], [-2.37, 0.88, -0.52], [-1.71, -1.98, -0.74], [-1.69, -2.65, -0.05], [-2.50, -2.17, -1.24]],
  "lowdin_charge": [0.6715, -0.3015, -0.2861, -0.1913, -0.0590, 0.1285, 0.1230, 0.1548, 0.1448, -0.0054, 0.0886, 0.0956, -0.0566, -0.0423, 0.0335, -0.0141, 0.0899, 0.0979, -0.0205, 0.1016, 0.0772, -0.0172, 0.0842, 0.1027],
  "multiplicity": 2,
  "molar_mass_g_mol": 174.43,
  "gap_ev": [9.4, 5.7],
  "e_homo_ev": [-12.7, -12.2],
  "s2": 0.756,
  "charge": 1
}



# 5
{
  "formula": "C2H14N2O3",
  "method": "the ωB97M-V functional and the def2-TZVPD basis",
  "symbols": ["C", "N", "C", "N", "H", "H", "H", "H", "H", "H", "H", "H", "H", "H", "O", "H", "H", "O", "H", "H", "O"],
  "xyz": [[-0.33, 1.12, 1.45], [0.68, 2.04, 0.89], [0.12, 3.27, 0.38], [0.61, 3.62, -0.98], [-1.22, 1.20, 0.81], [0.03, 0.11, 1.28], [-0.72, 1.29, 2.46], [1.51, 2.10, 1.45], [0.37, 4.13, 1.02], [-0.94, 3.22, 0.21], [1.61, 3.63, -1.02], [0.23, 3.02, -1.70], [1.15, -0.56, -2.28], [-0.26, -0.57, -1.83], [0.37, -1.08, -2.33], [-1.12, -4.13, 0.54], [-2.00, -5.09, 1.38], [-1.35, -4.39, 1.46], [0.29, -2.90, -1.43], [0.48, -2.54, 0.10], [0.04, -3.14, -0.52]],
  "lowdin_charge": [-0.1257, -0.1223, -0.3251, -0.0087, 0.0694, 0.0539, 0.0756, 0.0932, 0.1082, 0.1028, 0.0477, 0.0432, 0.0380, 0.0383, -0.0291, 0.0023, 0.0179, -0.0939, 0.0326, 0.0518, -0.0702],
  "multiplicity": 1,
  "molar_mass_g_mol": 114.14,
  "gap_ev": 9.5,
  "e_homo_ev": -9.0,
  "smiles": "CNCN.O.O.O"
}



# 6
{
  "formula": "C2H14N2O3",
  "method": "the ωB97M-V functional and the def2-TZVPD basis",
  "symbols": ["C", "N", "C", "N", "H", "H", "H", "H", "H", "H", "H", "H", "H", "H", "O", "H", "H", "O", "H", "H", "O"],
  "xyz": [[-1.26, 1.13, 1.48], [-1.96, 0.78, 0.17], [-2.10, -0.56, -0.53], [-0.97, -1.28, -1.16], [-1.69, 0.64, 2.36], [-0.21, 0.97, 1.46], [-1.42, 2.27, 1.48], [-2.12, 1.60, -0.49], [-2.83, -0.38, -1.33], [-2.61, -1.21, 0.21], [-0.50, -0.74, -1.92], [-0.26, -1.48, -0.45], [0.61, 2.34, -1.45], [0.12, 1.01, -0.79], [0.91, 1.52, -1.09], [2.05, -1.62, 0.44], [0.73, -2.57, 0.83], [1.24, -1.66, 0.98], [3.92, 0.04, 0.66], [2.55, 0.58, 0.40], [3.15, -0.04, 0.09]],
  "lowdin_charge": [-0.1033, -0.1580, -0.3011, -0.0060, 0.0660, 0.0217, 0.0989, 0.1103, 0.1005, 0.1072, 0.0759, 0.0082, 0.0222, 0.0054, -0.0539, 0.0166, 0.1145, -0.1441, 0.0612, -0.0113, -0.0310],
  "multiplicity": 1,
  "molar_mass_g_mol": 114.14,
  "gap_ev": 9.3,
  "e_homo_ev": -8.6,
  "smiles": "CNCN.O.O.O"
}



# 7
{
  "formula": "C2H14N2O3",
  "method": "the ωB97M-V functional and the def2-TZVPD basis",
  "symbols": ["C", "C", "N", "N", "H", "H", "H", "H", "H", "H", "H", "H", "H", "H", "O", "H", "H", "O", "H", "H", "O"],
  "xyz": [[0.17, 0.97, 1.29], [-0.89, -0.08, 0.99], [-1.39, 0.25, -0.37], [1.14, 0.40, 2.28], [0.70, 1.26, 0.39], [-0.26, 1.84, 1.79], [-0.42, -1.06, 1.07], [-1.70, -0.04, 1.72], [-2.22, -0.32, -0.44], [-0.77, -0.20, -1.04], [1.61, 1.17, 2.75], [0.64, 0.07, 3.11], [2.45, -1.60, 2.07], [3.85, -1.71, 2.50], [3.29, -1.98, 1.77], [-3.33, 3.18, -5.06], [-2.53, 1.95, -4.92], [-3.07, 2.57, -4.42], [1.23, -2.15, -1.14], [0.85, -2.62, -2.48], [0.65, -1.90, -1.88]],
  "lowdin_charge": [-0.2706, -0.2844, -0.0045, -0.0373, 0.1067, 0.1046, 0.0982, 0.1065, 0.0543, 0.0368, 0.0663, 0.0680, -0.0055, 0.0197, -0.0819, -0.0024, 0.0373, -0.0361, 0.0426, 0.0355, -0.0536],
  "multiplicity": 1,
  "molar_mass_g_mol": 114.14,
  "gap_ev": 10.2,
  "e_homo_ev": -9.4,
  "smiles": "NCCN.O.O.O"
}



# 8
{
  "formula": "C2H14N2O3",
  "method": "the ωB97M-V functional and the def2-TZVPD basis",
  "symbols": ["N", "C", "C", "N", "H", "H", "H", "H", "H", "H", "H", "H", "H", "H", "O", "H", "H", "O", "H", "H", "O"],
  "xyz": [[0.13, 1.93, 1.02], [-0.45, 0.56, 0.80], [-0.99, 0.22, -0.63], [-0.92, -1.25, -0.76], [-0.68, 2.47, 0.67], [-0.03, 2.08, 2.01], [-1.30, 0.35, 1.47], [0.33, -0.17, 1.00], [-1.97, 0.66, -0.77], [-0.28, 0.70, -1.30], [-1.82, -1.58, -1.09], [-0.28, -1.41, -1.53], [-1.67, -2.01, 0.98], [-2.27, -3.16, 1.75], [-2.48, -2.27, 1.46], [2.63, -0.64, -2.42], [2.43, -0.68, -0.90], [1.98, -0.78, -1.75], [1.79, 1.43, -0.13], [3.13, 2.20, 0.02], [2.72, 1.33, 0.12]],
  "lowdin_charge": [-0.0172, -0.2738, -0.2582, -0.0124, 0.0735, 0.0718, 0.0986, 0.0981, 0.1065, 0.0948, 0.0755, 0.0521, -0.0110, 0.0297, -0.0879, 0.0222, 0.0347, -0.0453, -0.0107, 0.0460, -0.0871],
  "multiplicity": 1,
  "molar_mass_g_mol": 114.14,
  "gap_ev": 10.6,
  "e_homo_ev": -9.7,
  "smiles": "NCCN.O.O.O"
}



# 9
{
  "formula": "C2H14N2O3",
  "method": "the ωB97M-V functional and the def2-TZVPD basis",
  "symbols": ["N", "C", "C", "N", "H", "H", "H", "H", "H", "H", "H", "H", "H", "H", "O", "H", "H", "O", "H", "H", "O"],
  "xyz": [[-0.80, -2.46, 1.21], [0.10, -2.12, 0.01], [-0.52, -0.74, -0.54], [-0.05, -0.54, -1.97], [-1.24, -3.21, 0.72], [-0.24, -2.95, 1.86], [1.14, -2.04, 0.24], [0.26, -2.98, -0.73], [-0.14, 0.02, 0.07], [-1.70, -0.67, -0.54], [0.92, -0.26, -1.97], [-0.64, 0.13, -2.47], [-1.37, -1.22, -3.07], [-2.73, -1.12, -2.91], [-2.17, -1.01, -3.69], [3.14, 2.64, 5.75], [3.91, 3.78, 5.18], [3.45, 2.98, 4.97], [0.11, 3.46, -0.97], [-0.69, 4.67, -0.59], [-0.74, 3.66, -0.55]],
  "lowdin_charge": [0.0451, -0.1960, -0.0903, 0.2480, 0.0616, 0.0715, 0.0950, 0.1452, 0.1259, 0.1764, 0.1517, 0.1353, 0.0379, 0.0398, -0.0477, -0.0154, 0.0304, -0.0151, 0.0185, 0.0837, -0.1015],
  "multiplicity": 2,
  "molar_mass_g_mol": 114.14,
  "gap_ev": [9.8, 3.8],
  "e_homo_ev": [-13.4, -13.4],
  "s2": 0.755,
  "charge": 1
}



# 10
{
  "formula": "C2H14N2O4",
  "method": "the ωB97M-V functional and the def2-TZVPD basis",
  "symbols": ["C", "C", "N", "N", "H", "H", "H", "H", "H", "H", "H", "H", "O", "H", "H", "O", "H", "H", "O", "H", "H", "O"],
  "xyz": [[-0.83, 0.82, -0.19], [-2.17, 0.71, -0.07], [-2.84, 0.33, 1.13], [0.03, 0.94, -1.36], [-0.25, 0.59, 0.67], [-2.71, 0.71, -0.93], [-2.19, -0.05, 1.80], [-3.01, 1.20, 1.60], [0.35, 1.85, -1.65], [-0.40, 0.65, -2.18], [1.28, -1.31, 1.23], [1.46, -0.13, 0.16], [1.94, -0.71, 0.76], [1.90, 2.39, 0.85], [3.22, 2.00, 1.31], [2.64, 2.80, 1.23], [1.85, -2.66, 0.67], [2.48, -2.93, 1.89], [1.66, -3.28, 1.48], [-1.91, -1.67, -2.31], [-1.23, -1.17, -3.51], [-1.26, -1.10, -2.59]],
  "lowdin_charge": [-0.1785, -0.1940, 0.0205, 0.0246, 0.0640, 0.0678, 0.0601, 0.0699, 0.0754, 0.0055, 0.0560, -0.0084, -0.0960, -0.0264, 0.0618, -0.0536, 0.0659, 0.0418, -0.1137, 0.0082, 0.0247, 0.0244],
  "multiplicity": 1,
  "molar_mass_g_mol": 130.14,
  "gap_ev": 9.4,
  "e_homo_ev": -8.9,
  "smiles": "N/C=C/N.O.O.O.O"
}



| no. | electronic energy (Eh) |
| --- | --- |
| 1 | -439.63767 |
| 2 | -514.98314 |
| 3 | -777.73858 |
| 4 | -811.18033 |
| 5 | -419.79401 |
| 6 | -419.77476 |
| 7 | -419.79633 |
| 8 | -419.80515 |
| 9 | -419.39317 |
| 10 | -494.98865 |